Entry 1:
{
  "formula": "C6H10N5",
  "method": "wB97M-V/def2-TZVPD",
  "species": ["C", "C", "C", "C", "C", "C", "N", "N", "N", "N", "N", "H", "H", "H", "H", "H", "H", "H", "H", "H", "H"],
  "xyz": [[2.5589, -1.2244, -0.0761], [2.3970, 0.1625, -0.0597], [0.4268, -0.8234, 0.0620], [0.1724, 1.4635, 0.3337], [-1.1680, 1.1321, 0.6695], [-3.3767, -0.2687, -0.6550], [0.9788, 0.4126, 0.1591], [1.3252, -1.7945, 0.0343], [-1.4714, -0.1723, 0.8813], [3.3906, 1.1483, 0.0899], [-2.5479, -0.7215, 0.4830], [3.4653, -1.7599, -0.4228], [0.5247, 2.4673, 0.2545], [-1.8702, 1.8755, 0.7529], [-2.8367, 0.4669, -1.1131], [-3.2204, -0.9919, -1.4607], [-4.3483, -0.1522, -0.2478], [1.0859, -2.8385, 0.0017], [4.1190, 0.9831, -0.6163], [3.1233, 2.2012, 0.1092], [-2.7283, -1.5655, 0.8204]],
  "nbo_charge": [-0.131, 0.301, 0.333, 0.005, -0.097, -0.459, -0.390, -0.536, -0.056, -0.815, -0.240, 0.251, 0.240, 0.239, 0.226, 0.229, 0.242, 0.462, 0.405, 0.409, 0.382],
  "lumo_energy_ev": -4.1,
  "charge": 1,
  "e_above_lowest_kj_mol": 445.04,
  "total_energy_ev": -13823.411
}



Entry 2:
{
  "formula": "C6H10NO",
  "method": "wB97M-V/def2-TZVPD",
  "species": ["O", "C", "C", "C", "C", "C", "N", "C", "H", "H", "H", "H", "H", "H", "H", "H", "H", "H"],
  "xyz": [[-1.2924, -0.0466, 2.7450], [-0.6831, 0.9501, 2.8807], [-0.6125, 1.9496, 1.5968], [-0.7392, 1.1111, 0.3049], [0.0929, -0.2303, -0.0793], [0.3940, -0.6112, -1.3613], [0.9653, -1.8564, -1.5837], [1.3470, -2.2656, -2.7341], [-0.4147, 1.3423, 3.9951], [-1.4982, 2.6365, 1.6969], [0.2018, 2.6463, 1.4614], [-1.6987, 0.7806, 0.2349], [-0.6515, 1.8712, -0.5000], [0.1350, -0.9014, 0.7364], [0.4081, -0.0245, -2.3156], [1.2636, -2.3735, -0.7496], [0.9581, -1.7374, -3.6204], [1.8246, -3.2408, -2.7080]],
  "nbo_charge": [-0.521, 0.445, -0.508, -0.427, -0.044, -0.118, -0.382, 0.075, 0.142, 0.257, 0.232, 0.239, 0.227, 0.225, 0.234, 0.448, 0.238, 0.239],
  "lumo_energy_ev": -5.4,
  "smiles": "C=[NH+]/C=C/CCC=O",
  "charge": 1,
  "e_above_lowest_kj_mol": 221.18,
  "total_energy_ev": -9912.101
}



Entry 3:
{
  "formula": "C6H10NO3P",
  "method": "wB97M-V/def2-TZVPD",
  "species": ["C", "C", "C", "C", "C", "C", "N", "O", "O", "O", "P", "H", "H", "H", "H", "H", "H", "H", "H", "H", "H"],
  "xyz": [[-1.6717, -2.0956, 0.0671], [-0.2691, 1.1106, -1.0656], [0.8060, -1.0685, -0.5863], [-0.1817, 0.3646, 1.2675], [-1.7218, -0.7789, -0.3291], [-0.2964, -0.0957, -0.1437], [-1.4088, -3.1609, 0.3482], [-3.6758, -0.0127, 1.4808], [-2.6259, 1.8443, 0.0483], [-4.1902, 0.1060, -1.0603], [-3.2538, 0.4402, 0.1044], [0.4766, 1.7980, -0.9984], [0.0126, 0.6285, -2.0590], [-1.2279, 1.6500, -1.0839], [1.6238, -0.4453, -0.4907], [0.5597, -1.4397, -1.6369], [1.0408, -1.9366, 0.0723], [-0.2229, -0.4804, 1.9993], [0.6443, 0.9276, 1.3656], [-1.0806, 1.1025, 1.3706], [-1.5884, -1.0660, -1.8755]],
  "nbo_charge": [0.318, -0.646, -0.627, -0.658, -0.577, -0.040, -0.496, -1.230, -1.242, -1.239, 2.404, 0.171, 0.161, 0.316, 0.183, 0.204, 0.204, 0.193, 0.171, 0.295, 0.134],
  "lumo_energy_ev": 6.0,
  "charge": -2,
  "e_above_lowest_kj_mol": 163.47,
  "total_energy_ev": -23304.765
}



Entry 4:
{
  "formula": "C6H10NO3Se",
  "method": "wB97M-V/def2-TZVPD",
  "species": ["C", "C", "C", "C", "C", "C", "N", "O", "O", "O", "Se", "H", "H", "H", "H", "H", "H", "H", "H", "H", "H"],
  "xyz": [[-1.8161, -1.5165, -0.2381], [2.0302, -1.4114, -0.1185], [-2.7784, -1.4483, -1.3778], [1.2434, 3.4852, 0.6338], [0.7895, 0.7102, 1.0974], [0.5261, -1.3303, 0.4049], [-0.5217, -1.3271, -0.5145], [2.7922, -2.1894, 0.5091], [-2.1645, -1.6908, 0.9207], [2.2800, -0.6415, -1.1026], [1.6684, 1.7565, -0.2937], [-3.1016, -2.3716, -1.5965], [-3.6976, -1.0000, -1.1774], [-2.4547, -1.0484, -2.4217], [2.0376, 3.6774, 1.3591], [1.3868, 4.1622, -0.1013], [0.3089, 3.1882, 0.9879], [-0.2067, 1.1051, 1.2657], [1.4149, 0.7151, 1.9978], [0.4492, -1.7629, 1.2999], [-0.1858, -1.0615, -1.5342]],
  "nbo_charge": [0.658, 0.743, -0.696, -0.804, -0.654, 0.001, -0.620, -0.738, -0.641, -0.789, 0.285, 0.224, 0.229, 0.206, 0.196, 0.198, 0.212, 0.173, 0.186, 0.203, 0.427],
  "lumo_energy_ev": 3.1,
  "charge": -1,
  "e_above_lowest_kj_mol": 181.73,
  "total_energy_ev": -79362.037
}



Entry 5:
{
  "formula": "C6H10NOS",
  "method": "wB97M-V/def2-TZVPD",
  "species": ["C", "C", "C", "C", "C", "C", "N", "O", "S", "H", "H", "H", "H", "H", "H", "H", "H", "H", "H"],
  "xyz": [[-0.7908, 0.8673, -0.3086], [0.9837, 2.5832, -1.9151], [-0.6132, -1.4183, -0.7649], [1.3643, -0.4468, 0.0385], [-0.4306, -0.5800, 1.8174], [-0.1743, -0.3920, 0.2626], [-1.8766, 1.3091, 0.0611], [0.9129, 2.1101, -2.9884], [1.8075, 3.4475, -0.8345], [-0.5313, -1.0457, -1.8259], [-0.1500, -2.3882, -0.8085], [-1.6846, -1.7220, -0.5349], [1.7752, 0.1647, -0.7418], [1.6162, -1.5305, 0.0298], [1.8228, 0.0396, 0.9199], [-1.4761, -0.6455, 1.9651], [-0.0910, -1.5031, 2.3325], [0.1106, 0.1701, 2.3998], [-2.5746, 0.9804, 0.8959]],
  "nbo_charge": [0.428, 0.153, -0.602, -0.603, -0.612, -0.186, -0.694, -0.658, -0.457, 0.245, 0.200, 0.188, 0.251, 0.185, 0.201, 0.194, 0.206, 0.225, 0.336],
  "spin_multiplicity": 3,
  "lumo_energy_ev": [3.1, 2.9],
  "s2": 2.012,
  "charge": -1,
  "e_above_lowest_kj_mol": 0.00,
  "total_energy_ev": -20753.419
}



Entry 6:
{
  "formula": "C6H10NOS",
  "method": "wB97M-V/def2-TZVPD",
  "species": ["C", "C", "C", "C", "C", "C", "N", "O", "S", "H", "H", "H", "H", "H", "H", "H", "H", "H", "H"],
  "xyz": [[-2.6870, 1.0865, -0.6804], [-3.3290, -0.0627, -0.5538], [0.1920, -0.8734, 0.0605], [1.3995, -0.2313, -0.0916], [-1.0649, -0.2755, 0.3622], [2.6830, -0.8989, -0.3472], [-1.3912, 1.1322, -0.1532], [-1.0637, 0.1219, 2.0618], [-2.4922, -1.3918, 0.1366], [-3.1006, 2.1168, -0.8913], [-4.3589, -0.4712, -0.7393], [0.4040, -1.9984, -0.0061], [1.3550, 0.8616, 0.1350], [3.3760, -0.4499, 0.3890], [2.5369, -1.9958, -0.1435], [2.9416, -0.6159, -1.3691], [-0.4662, 1.4839, -0.6486], [-1.3273, 1.5317, 0.8611], [-0.4593, -0.3923, 2.4409]],
  "nbo_charge": [-0.132, -0.325, -0.398, -0.022, 0.251, -0.662, -0.599, -0.769, 0.455, 0.265, 0.294, 0.265, 0.180, 0.252, 0.235, 0.258, 0.475, 0.506, 0.470],
  "lumo_energy_ev": -4.0,
  "smiles": "C/C=C/[C@@]1(O)[NH2+]C=CS1",
  "charge": 1,
  "e_above_lowest_kj_mol": 339.61,
  "total_energy_ev": -20746.351
}



Entry 7:
{
  "formula": "C6H10O",
  "method": "wB97M-V/def2-TZVPD",
  "species": ["O", "C", "C", "C", "C", "C", "C", "H", "H", "H", "H", "H", "H", "H", "H", "H", "H"],
  "xyz": [[-1.8648, 2.3677, -1.7140], [-0.8550, 1.7610, -1.1961], [-1.1136, 0.4419, -0.4572], [-0.3599, 0.2523, 0.8471], [1.0400, -0.3161, 0.7459], [2.0167, -2.6199, 0.9559], [1.0426, -1.7821, 0.5990], [0.0892, 2.2821, -1.0298], [-2.1931, 0.2563, -0.3673], [-0.8044, -0.3523, -1.1738], [-0.9679, -0.3547, 1.5448], [-0.3119, 1.2331, 1.3823], [1.5034, 0.2141, -0.1229], [1.6388, 0.0476, 1.6032], [2.8534, -2.4079, 1.6318], [1.9057, -3.7089, 1.0164], [0.3131, -2.2595, -0.0724]],
  "nbo_charge": [-0.803, -0.031, -0.489, -0.398, -0.467, -0.440, -0.138, 0.058, 0.199, 0.164, 0.174, 0.194, 0.230, 0.198, 0.171, 0.179, 0.200],
  "spin_multiplicity": 2,
  "lumo_energy_ev": [3.6, 3.6],
  "s2": 0.754,
  "charge": -1,
  "e_above_lowest_kj_mol": 71.97,
  "total_energy_ev": -8429.019
}



Entry 8:
{
  "formula": "C6H10O",
  "method": "wB97M-V/def2-TZVPD",
  "species": ["C", "C", "C", "C", "O", "C", "C", "H", "H", "H", "H", "H", "H", "H", "H", "H", "H"],
  "xyz": [[-1.9171, -0.9942, -0.2440], [-0.5229, -0.4692, -0.5661], [-0.1897, 1.0207, -0.6586], [1.0892, 0.6820, 0.1053], [2.3353, 1.1485, -0.2549], [0.7748, 0.1321, 1.4652], [0.6855, -0.7634, 0.2664], [-2.7793, -0.3119, -0.2950], [-2.0496, -1.7856, 0.5097], [-1.6237, -1.3825, -1.2437], [-0.2033, -0.9041, -1.6709], [-0.8739, 1.7590, -0.2208], [-0.0211, 1.2426, -1.7094], [2.5112, 1.9368, 0.2699], [1.6533, -0.0622, 2.0761], [-0.1171, 0.4334, 2.0140], [1.2486, -1.6822, 0.1569]],
  "nbo_charge": [-0.706, -0.153, -0.434, 0.260, -0.686, -0.453, -0.248, 0.217, 0.221, 0.273, 0.156, 0.203, 0.220, 0.472, 0.228, 0.208, 0.223],
  "lumo_energy_ev": 0.9,
  "smiles": "C[C@H]1C[C@@]2(O)C[C@@H]12",
  "charge": 0,
  "e_above_lowest_kj_mol": 321.09,
  "total_energy_ev": -8427.913
}



Entry 9:
{
  "formula": "C6H10O",
  "method": "wB97M-V/def2-TZVPD",
  "species": ["O", "C", "C", "C", "C", "C", "C", "H", "H", "H", "H", "H", "H", "H", "H", "H", "H"],
  "xyz": [[2.0279, -1.3521, 1.8378], [2.3925, -0.9536, 0.7573], [1.6052, -0.0164, -0.1259], [0.3292, 0.5216, 0.5243], [-0.8030, 0.6935, -0.4622], [-1.6066, -0.5183, -0.8451], [-2.2218, 0.5593, 0.0058], [3.3602, -1.2973, 0.3323], [2.2802, 0.7848, -0.4560], [1.3670, -0.5855, -1.0382], [0.5384, 1.4706, 1.0335], [0.0224, -0.1822, 1.3070], [-0.6260, 1.4207, -1.2541], [-1.9469, -0.6229, -1.8711], [-1.3516, -1.4590, -0.3614], [-2.9796, 1.1956, -0.4419], [-2.3875, 0.3412, 1.0581]],
  "nbo_charge": [-0.527, 0.450, -0.516, -0.408, -0.225, -0.429, -0.415, 0.105, 0.227, 0.235, 0.211, 0.227, 0.210, 0.215, 0.213, 0.215, 0.214],
  "lumo_energy_ev": 1.1,
  "smiles": "O=CCCC1CC1",
  "charge": 0,
  "e_above_lowest_kj_mol": 70.32,
  "total_energy_ev": -8430.512
}



Entry 10:
{
  "formula": "C6H10O",
  "method": "wB97M-V/def2-TZVPD",
  "species": ["C", "C", "O", "C", "C", "C", "C", "H", "H", "H", "H", "H", "H", "H", "H", "H", "H"],
  "xyz": [[1.8003, -1.2457, 0.4028], [1.4539, -0.2007, -0.3488], [-0.8621, -1.2402, -1.2862], [-1.6220, -0.1328, -0.8630], [-0.8752, 0.9766, -0.1210], [-0.3242, 0.8126, 1.2701], [0.6216, 0.9516, 0.1112], [-0.3005, -1.5370, -0.5574], [1.5152, -1.3184, 1.4510], [2.3648, -2.0751, -0.0136], [1.7508, -0.1757, -1.3981], [-2.0354, 0.2930, -1.7830], [-2.4719, -0.4652, -0.2487], [-1.2970, 1.9615, -0.3228], [-0.4124, -0.1641, 1.7402], [-0.4199, 1.6430, 1.9653], [1.1141, 1.9167, 0.0021]],
  "nbo_charge": [-0.444, -0.152, -0.718, -0.060, -0.239, -0.424, -0.274, 0.478, 0.196, 0.207, 0.212, 0.182, 0.160, 0.218, 0.209, 0.221, 0.228],
  "lumo_energy_ev": 1.1,
  "smiles": "C=C[C@@H]1C[C@@H]1CO",
  "charge": 0,
  "e_above_lowest_kj_mol": 142.70,
  "total_energy_ev": -8429.761
}



Entry 11:
{
  "formula": "C6H10O",
  "method": "wB97M-V/def2-TZVPD",
  "species": ["O", "C", "C", "C", "C", "C", "C", "H", "H", "H", "H", "H", "H", "H", "H", "H", "H"],
  "xyz": [[2.5234, -0.9005, -0.1744], [1.4044, -0.1683, -0.4360], [-0.3522, -1.5335, 0.1730], [-1.4917, -0.7794, 0.3559], [-1.1791, 1.1199, -0.6192], [-0.1434, 1.6316, 0.1355], [1.1015, 0.9952, 0.2412], [2.8392, -0.6646, 0.7089], [1.0344, -0.3768, -1.4324], [0.2842, -1.8095, 1.0058], [-0.2611, -2.1640, -0.7091], [-1.7136, -0.3838, 1.3433], [-2.3609, -0.9282, -0.2788], [-0.9805, 0.5725, -1.5362], [-2.1514, 1.6073, -0.5932], [-0.3630, 2.4247, 0.8480], [1.7801, 1.3116, 1.0348]],
  "nbo_charge": [-0.678, 0.188, -0.465, -0.392, -0.392, -0.227, -0.349, 0.473, 0.197, 0.207, 0.201, 0.205, 0.211, 0.199, 0.211, 0.208, 0.202],
  "lumo_energy_ev": 0.9,
  "smiles": "C=C/C=C/O.C=C",
  "charge": 0,
  "e_above_lowest_kj_mol": 282.28,
  "total_energy_ev": -8428.315
}



Entry 12:
{
  "formula": "C6H10O",
  "method": "wB97M-V/def2-TZVPD",
  "species": ["C", "C", "C", "O", "H", "H", "H", "H", "H", "H", "C", "C", "C", "H", "H", "H", "H"],
  "xyz": [[-0.2077, -0.0798, -1.9758], [-1.7350, 0.9259, -0.1949], [-0.5684, 0.0153, -0.5095], [-0.4952, -1.1083, 0.1893], [-2.6317, 0.4232, -0.5742], [0.7140, -0.6451, -2.0989], [-0.1169, 0.8971, -2.4510], [-1.0148, -0.6424, -2.4579], [-1.6462, 1.9032, -0.6697], [-1.8446, 1.0376, 0.8820], [1.4523, -1.1444, 1.9255], [1.0181, -0.1699, 0.9391], [0.9162, 0.8969, 0.2674], [0.7038, -1.2629, 2.7080], [1.6409, -2.1114, 1.4614], [2.3864, -0.7733, 2.3634], [1.4289, 1.8382, 0.1957]],
  "nbo_charge": [-0.674, -0.675, 0.555, -0.771, 0.223, 0.224, 0.210, 0.223, 0.210, 0.224, -0.703, 0.389, -0.433, 0.249, 0.256, 0.244, 0.249],
  "lumo_energy_ev": 0.8,
  "charge": 0,
  "e_above_lowest_kj_mol": 371.19,
  "total_energy_ev": -8427.393
}



Entry 13:
{
  "formula": "C6H10O",
  "method": "wB97M-V/def2-TZVPD",
  "species": ["C", "O", "C", "C", "C", "C", "C", "H", "H", "H", "H", "H", "H", "H", "H", "H", "H"],
  "xyz": [[2.3910, -0.1261, 0.7404], [1.2185, 0.4084, 0.1820], [0.4508, -0.4614, -0.5969], [-0.9134, -0.9433, -0.1913], [-1.5202, 0.0822, 0.7536], [-1.3744, 1.1597, -0.3560], [-0.7340, 0.1183, -1.2808], [2.8483, 0.6701, 1.3361], [3.1133, -0.4235, -0.0334], [2.1903, -0.9899, 1.3861], [1.0197, -1.2219, -1.1258], [-1.2266, -1.9774, -0.3143], [-2.5537, -0.1173, 1.0439], [-0.9172, 0.2397, 1.6519], [-2.3451, 1.5008, -0.7239], [-0.7488, 2.0234, -0.1174], [-0.8984, 0.0580, -2.3543]],
  "nbo_charge": [-0.242, -0.535, 0.078, -0.245, -0.401, -0.391, -0.240, 0.194, 0.164, 0.167, 0.190, 0.214, 0.209, 0.206, 0.207, 0.211, 0.215],
  "lumo_energy_ev": 1.1,
  "smiles": "CO[C@@H]1[C@@H]2CC[C@@H]21",
  "charge": 0,
  "e_above_lowest_kj_mol": 184.52,
  "total_energy_ev": -8429.328
}